i) Computed, not measured: C15H22BrNO in the gas phase, with ωB97M-V with the def2-TZVPD basis set.

ORCA input file:
```
! RIJCOSX wB97M-V def2-TZVPD def2/J DEFGRID3
* xyz 0 1
Br -4.861 2.312 -3.080
C -3.653 2.718 -1.673
C -3.801 3.876 -0.940
C -2.908 4.151 0.083
C -1.882 3.264 0.350
C -1.737 2.101 -0.390
C -2.623 1.805 -1.419
O -2.588 0.723 -2.230
C -1.642 -0.304 -2.017
C -2.027 -1.211 -0.846
C -1.089 -2.414 -0.682
C -0.005 -2.235 0.383
C 1.049 -1.190 0.025
N 2.018 -1.035 1.085
C 2.859 0.140 0.952
C 3.966 -0.120 1.964
C 4.249 -1.608 1.753
C 2.901 -2.180 1.289
H -4.610 4.553 -1.168
H -3.018 5.054 0.663
H -1.182 3.470 1.145
H -0.926 1.431 -0.155
H -1.662 -0.880 -2.947
H -0.638 0.116 -1.896
H -3.044 -1.561 -1.037
H -2.053 -0.634 0.080
H -1.685 -3.283 -0.398
H -0.620 -2.643 -1.642
H 0.492 -3.195 0.529
H -0.463 -1.953 1.333
H 1.528 -1.462 -0.937
H 0.571 -0.216 -0.101
H 3.282 0.239 -0.064
H 2.279 1.039 1.174
H 4.841 0.506 1.802
H 3.585 0.054 2.970
H 5.003 -1.739 0.976
H 4.609 -2.091 2.660
H 3.024 -2.763 0.363
H 2.460 -2.835 2.045
*
```

Output
Orbital gap   0.3449 hartree
SMILES string   Brc1ccccc1OCCCCCN1CCCC1

---

ii) Computed, not measured: a molecular structure, C15H22BrNO, with ωB97M-V with the def2-TZVPD basis set.

ORCA input file:
```
! RIJCOSX wB97M-V def2-TZVPD def2/J DEFGRID3
* xyz 0 1
Br -4.303 0.059 -1.987
C -3.775 -0.762 -0.411
C -3.987 -2.008 -0.237
C -3.760 -2.701 0.982
C -3.252 -2.056 1.855
C -3.117 -0.612 1.858
C -3.476 -0.061 0.756
O -3.280 1.394 0.147
C -2.535 2.255 0.986
C -0.947 1.888 0.958
C -0.553 2.326 -0.448
C 0.866 1.832 -0.757
C 1.233 0.049 -0.638
N 2.528 -0.046 -1.009
C 2.697 -1.579 -1.326
C 4.130 -1.692 -1.356
H 4.632 -2.822 -1.265
H 4.353 -1.422 -2.432
C 4.895 -0.515 -0.584
H 5.064 -1.050 0.531
H 5.615 -0.132 -1.036
C 3.518 0.458 -0.114
H 3.389 0.522 0.862
H 3.819 1.424 -0.429
H 2.449 -1.950 -0.520
H 2.174 -1.918 -2.025
H 1.109 -0.272 0.528
H 0.498 -0.139 -1.150
H 1.507 2.237 0.181
H 1.326 1.994 -1.583
H -1.104 1.644 -1.191
H -0.652 3.151 -0.868
H -0.770 0.945 1.303
H -0.468 2.472 1.621
H -2.730 3.164 0.698
H -2.773 2.386 2.163
H -2.620 0.074 2.435
H -3.020 -2.295 3.227
H -3.997 -3.678 1.188
H -4.682 -2.567 -0.911
*
```

Output
Orbital gap   0.3269 hartree

---

Of them, the most stable is i) and the least stable is ii).

---

i) Computed, not measured: 18 unconnected molecules or ions with the total composition H37O18, with ωB97M-V with the def2-TZVPD basis set.

ORCA input file:
```
! RIJCOSX wB97M-V def2-TZVPD def2/J DEFGRID3
* xyz 1 1
O 0.920 3.586 0.293
H -1.056 3.861 -5.031
H 0.828 2.711 -0.107
O -1.037 -3.622 -0.542
H -4.790 -1.917 2.217
O -1.658 -2.193 -3.432
H -2.490 -2.729 -3.230
H 4.288 -1.114 2.106
O -0.715 1.691 4.285
H -1.990 -3.751 -0.908
H -0.907 2.458 4.815
O 1.473 2.253 2.394
H 0.880 1.528 1.853
H 1.330 2.986 1.473
O -4.349 -1.199 1.742
H -4.824 -0.517 2.284
H 5.017 -2.369 1.133
O -1.641 -2.063 4.404
H -1.577 -3.295 1.124
H 2.546 -1.165 0.424
O -0.023 -5.174 -2.313
H -0.505 -5.865 -2.790
H 0.739 -5.467 -1.882
O 0.588 1.258 -2.309
H 0.609 0.430 -2.876
H 2.633 0.499 -4.451
O 4.659 -1.443 1.275
H -2.087 -1.305 4.717
H -0.955 1.979 3.380
O -2.278 4.484 -1.163
H -2.300 4.919 -2.051
H -3.047 3.997 -0.894
O -1.272 4.730 2.050
H -1.946 4.939 1.379
H -1.433 5.566 2.527
O -0.208 3.421 -4.882
H 0.379 1.733 -3.135
H -0.348 2.745 -4.135
O -0.075 0.938 0.608
H -0.168 0.097 1.005
H 0.435 0.524 -0.199
O 3.576 -2.265 -1.802
H 3.334 -2.171 -0.876
H 4.457 -2.046 -1.543
O 2.407 -0.144 -3.707
H 0.204 4.156 0.008
H 0.922 2.828 3.084
O 2.000 -1.010 1.148
H -1.038 -2.023 -2.747
H 1.346 -1.728 1.313
O -1.944 -3.351 2.015
H -0.631 -4.222 -1.218
H -2.785 -3.900 2.069
H -2.057 -2.145 3.461
H 2.914 0.113 -2.995
*
```

Output
Orbital gap   0.3577 hartree

---

ii) Computed, not measured: 18 unconnected molecules or ions with the total composition H37O18, with ωB97M-V with the def2-TZVPD basis set.

ORCA input file:
```
! RIJCOSX wB97M-V def2-TZVPD def2/J DEFGRID3
* xyz 1 1
O -1.879 -0.374 -5.643
H 2.969 0.269 -0.394
H -2.562 -1.026 -5.271
O -2.350 1.139 3.586
H 1.591 -3.106 1.019
O -4.120 -1.921 1.145
H -4.352 -1.265 1.905
H -1.134 2.960 1.782
O 1.032 -5.002 2.418
H -1.765 0.403 3.723
H 1.564 -4.152 2.387
O 2.199 -2.513 2.789
H 1.953 -1.902 3.434
H 3.160 -2.234 2.732
O 1.579 -3.114 -0.029
H 0.590 -3.169 0.026
H -0.925 1.391 1.274
O -0.569 -1.232 4.255
H -1.650 2.674 -3.059
H 0.035 2.089 -6.154
O -1.253 0.503 -2.652
H -1.697 0.603 -3.544
H -1.123 -0.475 -2.771
O 4.001 -0.902 1.035
H 4.444 -0.123 1.540
H -1.460 1.756 2.752
O -0.670 2.181 2.062
H -0.428 -2.181 4.217
H 1.523 -5.946 2.374
O 0.834 1.615 0.131
H 0.760 0.712 0.154
H 0.403 1.895 -0.629
O 5.559 3.349 0.227
H 5.178 2.575 -0.306
H 4.763 3.381 0.802
O 2.873 -0.196 -1.261
H 4.772 -1.235 0.551
H 2.630 -1.044 -0.865
O -1.944 0.169 -0.065
H -2.109 0.565 -0.996
H -1.017 -0.239 -0.134
O -1.556 -3.249 -0.392
H -1.789 -4.158 -0.183
H -2.473 -3.046 -0.032
O -2.055 4.235 0.093
H -1.059 -0.724 -5.363
H -2.832 4.628 -0.321
O -0.980 2.966 -2.418
H -3.846 -2.787 1.470
H -0.076 3.147 -2.827
O -0.447 2.752 -5.621
H -2.542 1.492 4.504
H -1.113 2.199 -5.332
H -1.119 -1.201 4.957
H -1.278 4.034 -0.692
*
```

Output
Orbital gap   0.3593 hartree

---

Of them, the most stable is i) and the least stable is ii).

---

i) Computed, not measured: 2 unconnected molecules or ions with the total composition C4H12OS, with ωB97M-V with the def2-TZVPD basis set.

ORCA input file:
```
! RIJCOSX wB97M-V def2-TZVPD def2/J DEFGRID3
* xyz 0 1
C 2.856 1.049 0.338
C 2.224 -0.268 0.734
O 1.711 -0.200 2.067
H 2.213 1.714 -0.243
H 3.790 0.907 -0.196
H 3.015 1.597 1.269
H 1.448 -0.698 0.095
H 2.985 -1.047 0.711
H 0.849 -0.636 2.061
C -3.412 -0.581 0.132
S -1.582 -0.394 0.055
C -1.328 0.060 -1.683
H -3.576 -1.305 -0.648
H -3.450 -1.150 1.062
H -3.966 0.316 0.362
H -2.154 -0.184 -2.333
H -0.408 -0.329 -2.107
H -1.214 1.149 -1.674
*
```

Output
Orbital gap   0.3527 hartree
SMILES string   CCO.CSC

---

ii) Computed, not measured: 2 unconnected molecules or ions with the total composition C4H12OS, with ωB97M-V with the def2-TZVPD basis set.

ORCA input file:
```
! RIJCOSX wB97M-V def2-TZVPD def2/J DEFGRID3
* xyz 0 1
C 1.634 0.289 -0.457
C 0.401 0.307 -1.329
S -0.675 1.718 -0.899
C -1.919 1.572 -2.235
H 2.564 0.335 -1.025
H 1.669 -0.559 0.219
H 1.661 1.150 0.211
H 0.634 0.440 -2.389
H -0.212 -0.591 -1.287
H -1.471 0.984 -3.045
H -2.817 1.063 -1.870
H -2.149 2.581 -2.560
C -0.250 -1.431 2.789
O 0.842 -2.350 2.747
H -0.726 -1.517 3.765
H 0.080 -0.402 2.662
H -0.949 -1.707 2.000
H 1.680 -1.885 2.703
*
```

Output
Orbital gap   0.3447 hartree
SMILES string   CCSC.CO

---

Of them, the most stable is ii) and the least stable is i).

---

i) Computed, not measured: 2 unconnected molecules or ions with the total composition C6H15NO2, with ωB97M-V with the def2-TZVPD basis set.

ORCA input file:
```
! RIJCOSX wB97M-V def2-TZVPD def2/J DEFGRID3
* xyz 0 1
C -3.074 1.379 -0.423
C -1.986 0.787 0.460
C -0.822 0.277 -0.395
O -0.728 0.477 -1.624
N 0.191 -0.291 0.295
C 0.450 -0.039 1.662
C 1.251 -0.987 -0.456
C 0.987 -2.469 -0.735
H -2.933 2.473 -0.410
H -3.977 1.133 0.162
H -3.233 1.057 -1.466
H -1.551 1.487 1.200
H -2.485 -0.027 1.020
H 0.764 1.014 1.748
H 1.249 -0.679 2.073
H -0.463 -0.185 2.265
H 1.510 -0.443 -1.385
H 2.161 -1.035 0.171
H 1.737 -3.070 -1.276
H 0.036 -2.508 -1.293
H 0.829 -2.916 0.261
O 3.091 1.816 -0.578
H 3.145 1.138 -1.290
H 3.850 1.613 0.015
*
```

Output
Orbital gap   0.3556 hartree
SMILES string   CCC(=O)N(C)CC.O

---

ii) Computed, not measured: 2 unconnected molecules or ions with the total composition C6H15NO2, with ωB97M-V with the def2-TZVPD basis set.

ORCA input file:
```
! RIJCOSX wB97M-V def2-TZVPD def2/J DEFGRID3
* xyz 0 1
C 1.145 -0.961 -1.897
C 0.289 0.142 -1.284
C -0.887 -0.403 -0.457
O -0.579 -1.611 0.215
C -1.366 0.621 0.594
C -1.861 1.924 -0.016
O -2.409 0.051 1.357
H 0.547 -1.591 -2.548
H 1.950 -0.525 -2.483
H 1.582 -1.589 -1.128
H -0.108 0.783 -2.074
H 0.916 0.757 -0.627
H -1.723 -0.667 -1.116
H 0.173 -1.436 0.789
H -0.512 0.840 1.260
H -2.305 2.530 0.770
H -2.624 1.722 -0.765
H -1.042 2.473 -0.468
H -2.259 -0.903 1.374
C 2.059 -0.705 1.938
N 2.077 0.390 1.334
H 2.820 -1.490 1.885
H 1.228 -0.900 2.610
H 2.889 0.548 0.738
*
```

Output
Orbital gap   0.3835 hartree
SMILES string   CC[C@@H](O)[C@@H](C)O.C=N

---

iii) Computed, not measured: 3 unconnected molecules or ions with the total composition C6H15NO2, with ωB97M-V with the def2-TZVPD basis set.

ORCA input file:
```
! RIJCOSX wB97M-V def2-TZVPD def2/J DEFGRID3
* xyz 0 1
C 0.093 -2.214 -0.660
C -0.632 -0.129 -1.209
C -1.288 -2.700 -0.295
O 1.002 -2.237 0.225
H 0.603 -1.322 1.221
H 0.406 -2.380 -1.697
H -2.019 -2.483 -1.072
H -1.560 0.061 -0.668
H -0.183 0.796 -1.572
H -0.886 -0.663 -2.126
H -1.233 -3.784 -0.151
H -1.605 -2.247 0.645
C -0.128 2.956 0.439
C 1.852 0.749 0.303
N -0.278 1.679 1.112
C 0.483 0.592 0.895
O 0.230 -0.415 1.685
H -1.147 1.495 1.590
H -0.327 2.886 -0.632
H -0.832 3.660 0.881
H 0.877 3.354 0.588
H 1.841 1.394 -0.573
H 2.509 1.183 1.063
H 2.222 -0.229 0.010
*
```

Output
Orbital gap   0.2909 hartree

---

Of them, the most stable is i) and the least stable is iii).

---

i) Computed, not measured: 2 unconnected molecules or ions with the total composition C6H15NO2, with ωB97M-V with the def2-TZVPD basis set.

ORCA input file:
```
! RIJCOSX wB97M-V def2-TZVPD def2/J DEFGRID3
* xyz 0 1
C 1.287 -1.791 1.276
C 1.139 -0.721 0.126
C 1.150 0.668 0.723
N 0.211 1.677 0.163
C 0.531 1.777 -1.264
C -1.165 1.500 0.585
C -1.890 0.245 0.401
O -1.892 -0.363 -0.655
H 2.341 -1.877 1.430
H 0.679 -1.343 2.174
H 0.946 -2.773 1.076
H 0.233 -0.824 -0.420
H 1.944 -0.961 -0.607
H 1.150 0.586 1.792
H 2.116 1.203 0.582
H 1.344 1.122 -1.590
H -0.249 1.603 -2.022
H 0.916 2.808 -1.272
H -1.766 2.374 0.102
H -1.295 1.968 1.568
H -2.255 -0.252 1.283
O -1.608 -2.585 -2.008
H -2.259 -1.930 -2.306
H -1.609 -2.111 -1.139
*
```

Output
Orbital gap   0.3312 hartree
SMILES string   CCCN(C)CC=O.O

---

ii) Computed, not measured: 2 unconnected molecules or ions with the total composition C6H15NO2, with ωB97M-V with the def2-TZVPD basis set.

ORCA input file:
```
! RIJCOSX wB97M-V def2-TZVPD def2/J DEFGRID3
* xyz 0 1
C 1.435 0.701 1.208
C 0.828 0.989 -0.211
N -0.542 0.431 -0.188
C -1.536 1.215 0.561
C -2.589 1.800 -0.412
C -0.824 -0.806 -0.637
C 0.259 -1.538 -1.443
O -1.879 -1.357 -0.553
H 0.901 1.203 2.033
H 2.462 1.099 1.160
H 1.486 -0.379 1.428
H 0.826 2.076 -0.422
H 1.450 0.498 -0.984
H -2.019 0.507 1.261
H -1.199 2.092 1.147
H -2.112 2.452 -1.162
H -3.396 2.366 0.084
H -3.035 0.934 -0.930
H -0.080 -2.536 -1.768
H 1.270 -1.633 -1.011
H 0.315 -0.880 -2.327
O 2.475 -3.184 1.395
H 2.540 -3.699 0.559
H 2.962 -2.350 1.211
*
```

Output
Orbital gap   0.3592 hartree
SMILES string   CCN(CC)C(C)=O.O

---

iii) Computed, not measured: a molecular structure, C6H15NO2, with ωB97M-V with the def2-TZVPD basis set.

ORCA input file:
```
! RIJCOSX wB97M-V def2-TZVPD def2/J DEFGRID3
* xyz 0 1
C 1.736 0.051 0.522
C -1.236 -0.048 -0.767
C 1.488 0.926 1.765
C 0.974 -1.408 0.675
C -0.475 -1.371 0.418
C -1.299 -0.163 -2.296
N -1.310 1.307 -0.234
O 1.347 0.695 -0.614
O 0.148 0.993 2.185
H 0.460 0.077 -1.026
H -0.415 1.250 1.424
H 2.799 -0.237 0.482
H -2.202 -0.461 -0.452
H -2.204 1.747 -0.417
H -0.567 1.863 -0.643
H 1.881 1.925 1.521
H 2.063 0.528 2.605
H 1.480 -2.063 -0.038
H 1.173 -1.701 1.706
H -0.851 -2.234 -0.124
H -1.053 -1.111 1.298
H -0.470 0.397 -2.727
H -1.227 -1.210 -2.593
H -2.240 0.248 -2.668
*
```

Output
Orbital gap   0.3648 hartree

---

iv) Computed, not measured: 2 unconnected molecules or ions with the total composition C6H15NO2, with ωB97M-V with the def2-TZVPD basis set.

ORCA input file:
```
! RIJCOSX wB97M-V def2-TZVPD def2/J DEFGRID3
* xyz 0 1
C -0.434 -1.871 0.619
C 0.503 -0.735 0.941
O 0.223 0.063 1.842
C 1.810 -0.598 0.148
C 2.978 -0.940 1.067
O 1.853 -1.374 -1.040
H -0.639 -2.435 1.532
H -1.366 -1.464 0.218
H -0.010 -2.558 -0.115
H 1.887 0.448 -0.170
H 2.784 -1.867 1.619
H 3.906 -1.082 0.505
H 3.134 -0.146 1.804
H 2.636 -1.951 -1.020
C -2.927 1.101 -0.705
C -1.548 1.513 -1.187
N -1.182 2.814 -0.645
H -2.987 1.107 0.389
H -3.697 1.775 -1.095
H -3.160 0.087 -1.047
H -1.529 1.550 -2.281
H -0.810 0.772 -0.874
H -0.211 3.016 -0.881
H -1.215 2.775 0.375
*
```

Output
Orbital gap   0.3600 hartree
SMILES string   CC(=O)[C@@H](C)O.CCN

---

Of them, the most stable is ii) and the least stable is iii).